(1)
The molecule C4H3NO2S at a distorted geometry, computed with ωB97M-V with the def2-TZVPD basis set.

Geometry (Å):
C (-0.75707, -0.86501, -1.06689)
H (-1.24987, 0.41401, 0.98532)
C (-1.95703, -0.82844, -1.33057)
C (-0.23117, 0.57300, 1.25161)
N (0.82624, -0.02137, 0.35056)
H (-3.03747, -0.98100, -1.50608)
O (2.05137, 0.42232, 0.67189)
O (0.13673, 1.10767, 2.30484)
S (1.71651, -0.39028, -2.23144)
H (1.87397, 0.99294, 1.55485)
C (0.62781, -0.42385, -0.98411)

The value obtained for the molecular weight is 129.14 g mol⁻¹. As for the HOMO energy: -9.16 eV. The calculation puts the HOMO-LUMO gap at 8.116 eV. The value obtained for the LUMO energy is -1.047 eV. As for the largest force on an atom: 0.0691 Eh/bohr. Its electronic energy is -757.4840 hartree.

=====

(2)
A structure of composition C4H3NOS2 at a distorted geometry, computed with ωB97M-V with the def2-TZVPD basis set.

Geometry (Å):
H (2.37903, -1.19870, -0.22445)
C (-2.45343, -0.65798, 0.10458)
H (0.79971, 1.08401, 1.13009)
S (2.93110, 0.05541, -0.06360)
C (1.25060, 0.64254, -0.09726)
H (1.05897, 1.46512, -0.84941)
N (-3.33800, -1.40320, -0.27604)
C (0.14345, -0.43713, 0.00984)
C (-1.29239, 0.20204, 0.18023)
S (-1.59230, 1.85269, -0.03149)
O (0.11325, -1.60480, 0.11752)

The value obtained for the molecular weight is 145.21 g mol⁻¹. As for the HOMO energy: -9.75 eV. The calculation puts the HOMO-LUMO gap at 7.211 eV. The value obtained for the LUMO energy is -2.544 eV. As for the largest force on an atom: 0.1306 Eh/bohr. Its electronic energy is -1080.4659 hartree.

=====

(3)
The molecule C4H3NS at a distorted geometry, computed with ωB97M-V with the def2-TZVPD basis set.

Geometry (Å):
N (2.30248, 1.42391, 0.77712)
C (0.20978, -0.06878, 1.05064)
S (0.54878, 0.33894, -2.21631)
H (0.08040, -0.36551, 2.06471)
H (-1.62227, -0.37691, -1.76595)
C (1.35727, 0.75477, 0.82936)
C (-0.67609, -0.46567, 0.11726)
H (-1.51455, -1.05934, 0.45743)
C (-0.68580, -0.18140, -1.31426)

The value obtained for the molecular weight is 97.14 g mol⁻¹. As for the HOMO energy: -9.16 eV. The calculation puts the HOMO-LUMO gap at 7.560 eV. The value obtained for the LUMO energy is -1.596 eV. As for the largest force on an atom: 0.0250 Eh/bohr. Its electronic energy is -607.1011 hartree.

=====

(4)
A structure of composition C4H3NaO5 at a distorted geometry, computed with ωB97M-V with the def2-TZVPD basis set.

Geometry (Å):
H (-2.55646, 0.66634, 0.29512)
O (3.58995, 1.60271, 0.15970)
Na (2.15558, -0.26287, 0.23592)
H (-2.27507, -3.33397, -2.31144)
C (-0.38928, 0.29618, 0.39851)
O (3.89677, 3.83774, 0.37923)
C (3.26158, 2.79669, 0.32671)
C (-2.01016, -1.87823, -1.14827)
H (-0.45528, 0.52621, 1.47908)
O (-1.89291, -0.57231, -1.23737)
O (-2.25302, -2.37010, -2.36382)
C (-1.63545, 0.19293, -0.05722)
O (-1.89505, -2.56019, -0.15448)

The value obtained for the molecular weight is 154.05 g mol⁻¹. Its spin multiplicity is 2. Its charge is -1. As for the HOMO energy (spin up / spin down): -2.43 / -4.16 eV. The calculation puts the HOMO-LUMO gap (spin up / spin down) at 4.549 / 6.237 eV. The value obtained for the LUMO energy (spin up / spin down) is 2.119 / 2.073 eV. As for the largest force on an atom: 0.0351 Eh/bohr. Its electronic energy is -692.7252 hartree.

=====

(5)
A cluster of 2 separate species, C4H3O2 in total at a distorted geometry, computed with ωB97M-V with the def2-TZVPD basis set.

Geometry (Å):
C (1.28638, -1.57247, 0.61502)
O (1.79110, -1.22042, 1.62365)
C (0.24785, 0.49473, 0.11221)
O (0.96476, -2.22622, -0.34463)
H (-2.30766, 0.38511, 0.53723)
C (-1.23215, 0.53907, -0.04452)
H (-0.78798, 1.39584, -2.09933)
C (-0.62984, 0.90003, -1.11007)
H (0.66754, 1.30433, 0.71044)

The value obtained for the molecular weight is 83.07 g mol⁻¹. Its charge is -1. As for the HOMO energy: -1.26 eV. The calculation puts the HOMO-LUMO gap at 5.662 eV. The value obtained for the LUMO energy is 4.398 eV. As for the largest force on an atom: 0.0895 Eh/bohr. Its electronic energy is -304.5693 hartree.

=====

(6)
The ion C4H3O2 with charge -1 at a distorted geometry, computed with ωB97M-V with the def2-TZVPD basis set.

Geometry (Å):
H (-0.69588, 2.79607, -1.88956)
O (1.39648, -1.90631, 0.92155)
H (0.49375, -0.94467, -0.69556)
C (-0.13706, -0.35099, -0.01534)
C (0.61606, -1.05142, 1.33546)
C (-0.41421, 1.91913, -1.41402)
C (-0.42608, 0.95188, -0.67566)
H (-1.14184, -0.73603, -0.06449)
O (0.30878, -0.67766, 2.49761)

The value obtained for the molecular weight is 83.07 g mol⁻¹. Its charge is -1. As for the HOMO energy: -4.17 eV. The calculation puts the HOMO-LUMO gap at 8.199 eV. The value obtained for the LUMO energy is 4.026 eV. As for the largest force on an atom: 0.0476 Eh/bohr. Its electronic energy is -304.6673 hartree.

=====

(7)
The ion C4H3O2 with charge +1 at a distorted geometry, computed with ωB97M-V with the def2-TZVPD basis set.

Geometry (Å):
C (-0.93221, 1.33526, -1.38450)
C (0.07150, 0.35623, -1.66873)
H (-0.63046, -1.61350, 0.82657)
C (-0.32377, 0.20329, -0.25977)
H (0.44574, -0.76258, 2.70579)
C (-0.17113, -0.62655, 0.88466)
O (0.40360, -0.17460, 1.92769)
O (0.36120, 1.37456, -0.69425)
H (0.77554, -0.09210, -2.33745)

The value obtained for the molecular weight is 83.07 g mol⁻¹. Its charge is +1. As for the HOMO energy: -15.84 eV. The calculation puts the HOMO-LUMO gap at 9.511 eV. The value obtained for the LUMO energy is -6.330 eV. As for the largest force on an atom: 0.0828 Eh/bohr. Its electronic energy is -304.1308 hartree.

=====

(8)
A structure of composition C4H3O2 at a distorted geometry, computed with ωB97M-V with the def2-TZVPD basis set.

Geometry (Å):
C (0.45556, -1.72491, 0.15073)
H (0.88487, 3.10289, 0.74158)
C (-0.27361, 1.31726, -0.00862)
H (-0.48917, -2.04926, 0.75386)
O (-1.92756, -0.25862, -0.94258)
C (-0.99417, 0.24373, -0.62023)
O (0.46790, -0.86342, -0.66419)
C (0.46883, 2.27979, 0.18425)
H (1.40734, -2.04746, 0.40520)

The value obtained for the molecular weight is 83.07 g mol⁻¹. Its charge is +1. As for the HOMO energy: -16.74 eV. The calculation puts the HOMO-LUMO gap at 10.741 eV. The value obtained for the LUMO energy is -5.994 eV. As for the largest force on an atom: 0.1004 Eh/bohr. Its electronic energy is -304.2556 hartree.

=====

(9)
The ion C4H3O4 with charge -1 at a distorted geometry, computed with ωB97M-V with the def2-TZVPD basis set.

Geometry (Å):
H (-2.41753, -0.10322, 0.21164)
H (-1.86992, 0.79071, -1.22165)
O (0.41162, -1.03173, 0.39788)
C (-0.26666, 0.08060, 0.13602)
H (-1.48977, -0.87734, -1.23460)
O (2.55912, -1.85968, 0.83477)
C (2.05938, -0.91105, 0.35210)
O (0.20836, 2.48104, 0.86793)
O (2.39651, 0.08812, -0.23053)
C (-1.59368, 0.01372, -0.62441)
C (0.00257, 1.32882, 0.51087)

The value obtained for the molecular weight is 115.06 g mol⁻¹. Its charge is -1. As for the HOMO energy: -3.44 eV. The calculation puts the HOMO-LUMO gap at 7.303 eV. The value obtained for the LUMO energy is 3.858 eV. As for the largest force on an atom: 0.0942 Eh/bohr. Its electronic energy is -455.1992 hartree.

=====

(10)
A structure of composition C4H3O4Sr at a distorted geometry, computed with ωB97M-V with the def2-TZVPD basis set.

Geometry (Å):
O (-0.49585, -0.23469, -0.21529)
O (2.15669, -0.43023, -0.04252)
C (0.85078, 1.58623, 0.32134)
O (-1.86713, -1.92846, -0.33642)
C (-0.43673, 1.17251, 0.23440)
Sr (-3.66753, -3.74964, -0.43833)
C (2.14730, 0.88920, 0.18695)
H (1.25401, -0.76523, -0.15860)
C (-1.68587, -0.70538, -0.31536)
O (3.21247, 1.47838, 0.21773)
H (0.98007, 2.65775, 0.48950)
H (-2.44822, 0.02956, 0.05660)

The value obtained for the molecular weight is 202.68 g mol⁻¹. Its charge is +1. As for the HOMO energy (spin up / spin down): -9.90 / -9.94 eV. The calculation puts the HOMO-LUMO gap (spin up / spin down) at 2.411 / 2.435 eV. The value obtained for the LUMO energy (spin up / spin down) is -7.487 / -7.508 eV. As for the largest force on an atom: 0.0792 Eh/bohr. Its electronic energy is -485.4920 hartree.